## A
Computed, not measured: a structure of composition C3H5NO2S, with ωB97M-V/def2-TZVPD.

As for the highest occupied orbital energy: -10.866 eV. As for the HOMO-LUMO gap: 11.19 eV.

Element x y z (Å)
C (-1.26, -0.04, -0.25)
C (-0.25, 0.97, 0.36)
C (-0.29, -1.40, -0.18)
N (0.97, -1.47, 0.11)
O (2.30, 0.58, 1.24)
O (2.01, 0.48, -1.19)
S (1.45, 0.21, 0.13)
H (-2.26, -0.13, 0.20)
H (-1.35, 0.23, -1.32)
H (-0.26, 1.68, -0.43)
H (-0.37, 1.26, 1.43)
H (-0.69, -2.37, -0.10)

## B
Computed, not measured: a cluster of 2 separate species, C3H5NO2S in total, with ωB97M-V/def2-TZVPD.

As for the highest occupied orbital energy (spin up / spin down): -9.147 / -9.147 eV. As for the HOMO-LUMO gap (spin up / spin down): 7.38 / 7.39 eV.

Element x y z (Å)
C (1.89, -0.35, 0.24)
C (0.98, 0.59, 0.34)
C (-0.49, 0.06, 0.32)
N (-1.33, 0.93, 0.61)
O (-0.54, -1.20, -0.02)
O (-3.91, 0.12, -1.01)
S (-3.52, -0.42, 0.51)
H (2.88, -0.04, 0.28)
H (1.71, -1.36, 0.29)
H (1.25, 1.67, 0.53)
H (-1.51, -1.27, -0.18)
H (-3.64, 1.06, -0.98)

## C
Computed, not measured: a structure of composition C3H5NO2S, with ωB97M-V/def2-TZVPD.

As for the highest occupied orbital energy: -10.655 eV. As for the HOMO-LUMO gap: 10.47 eV.

Element x y z (Å)
C (0.74, -1.54, 0.38)
C (-0.68, -0.89, 0.52)
C (0.17, -0.56, -0.61)
N (1.01, 1.20, -0.28)
O (0.35, 3.56, 0.14)
O (-1.41, 2.03, -0.66)
S (-0.03, 2.30, -0.36)
H (1.56, -1.15, 0.96)
H (0.77, -2.69, 0.13)
H (-1.40, -1.62, 0.24)
H (-0.89, -0.12, 1.25)
H (-0.18, -0.53, -1.71)

## D
Computed, not measured: an isolated molecule of C3H5NO2S, with ωB97M-V/def2-TZVPD.

As for the SMILES: N=[S@]1(=O)C=COC1. As for the highest occupied orbital energy: -9.599 eV. As for the HOMO-LUMO gap: 10.45 eV.

Element x y z (Å)
C (1.43, -0.76, -0.16)
C (0.30, -1.42, -0.11)
C (0.23, 1.22, -0.40)
N (-1.71, 0.15, 1.25)
O (-1.94, -0.17, -1.29)
O (1.47, 0.60, -0.26)
S (-1.10, -0.06, -0.12)
H (2.43, -1.17, -0.15)
H (0.09, -2.46, 0.00)
H (0.11, 2.00, 0.34)
H (0.10, 1.60, -1.41)
H (-2.71, 0.07, 1.28)

In terms of stability, A leads; the second structure lies 1.141 eV higher.

## A
Computed, not measured: an isolated molecule of C3H5NO2S, with ωB97M-V/def2-TZVPD.

As for the SMILES: C=NOCC(O)=S. As for the highest occupied orbital energy: -8.933 eV. As for the HOMO-LUMO gap: 9.49 eV.

Element x y z (Å)
C (0.82, -0.95, 0.01)
C (0.57, 0.47, -0.65)
C (-1.99, 2.46, -0.03)
H (2.35, -2.05, -0.08)
H (0.78, 0.52, -1.75)
H (1.50, 0.94, 0.03)
H (-2.71, 3.35, -0.43)
H (-2.19, 1.82, 0.96)
N (-1.20, 2.02, -1.02)
O (1.86, -1.42, -0.61)
O (-0.63, 0.84, -0.27)
S (0.15, -1.62, 1.22)

## B
Computed, not measured: an isolated molecule of C3H5NO2S, with ωB97M-V/def2-TZVPD.

As for the SMILES: NC[C@@]1(O)SC1=O. As for the highest occupied orbital energy: -9.064 eV. As for the HOMO-LUMO gap: 9.37 eV.

Element x y z (Å)
C (1.02, 0.73, 0.87)
C (0.98, 2.15, 1.09)
C (-0.22, -0.23, -0.17)
N (-1.45, 0.46, -0.52)
O (1.79, -0.32, 1.42)
O (0.33, 3.01, 1.54)
S (2.14, 1.97, -0.18)
H (0.49, -0.38, -1.01)
H (-0.31, -1.13, 0.37)
H (-2.28, 0.42, 0.04)
H (-1.29, 1.44, -0.89)
H (2.33, 0.02, 2.07)

In terms of stability, B leads; the second structure lies 1.703 eV higher.